(1)
Here is CH10BaClN2 as an isolated structure from the Open Molecules 2025 dataset. Energies are from wB97M-V/def2-TZVPD.

Computed properties:
- Charge: -1
- Lowest unoccupied orbital energy (alpha / beta): 2.67 / 2.68 eV
- HOMO level (alpha / beta): -1.86 / -1.86 eV

```
15
CH10BaClN2 | the Open Molecules 2025 dataset | wB97M-V/def2-TZVPD
Ba 0.828 -0.314 -1.130
N 0.016 -2.353 0.668
H -0.991 -2.531 0.626
C 1.551 2.096 -0.229
H 0.189 -1.695 1.473
H -1.535 0.534 0.624
H 1.197 2.606 -1.156
Cl 0.589 0.366 1.766
H -1.898 1.489 -0.665
H -2.681 0.068 -0.502
H 2.660 2.075 -0.244
H 1.167 2.634 0.655
N -1.777 0.520 -0.387
H 0.461 -3.247 0.858
H 0.223 -2.248 -2.356
```

The net atomic charges from Mulliken, expressed in e, are: atom 1 (Ba): 0.9266, atom 2 (N): -0.6186, atom 3 (H): 0.1536, atom 4 (C): -1.4968, atom 5 (H): 0.2509, atom 6 (H): 0.2617, atom 7 (H): 0.3075, atom 8 (Cl): -0.8216, atom 9 (H): 0.2257, atom 10 (H): 0.1812, atom 11 (H): 0.2496, atom 12 (H): 0.1782, atom 13 (N): -0.6921, atom 14 (H): 0.1823, atom 15 (H): -0.2882

***

(2)
Here is CH10BaO8 as an isolated structure from the Open Molecules 2025 dataset. Energies are from wB97M-V/def2-TZVPD.

Computed properties:
- Lowest unoccupied orbital energy: -1.39 eV
- HOMO level: -5.56 eV

```
20
CH10BaO8 | the Open Molecules 2025 dataset | wB97M-V/def2-TZVPD
Ba -0.382 -0.163 0.155
H -1.019 -0.579 3.140
H -0.584 -3.035 -1.622
O 1.880 0.257 1.604
H -1.428 -2.059 3.187
H -1.390 0.413 -3.005
O -0.960 -1.417 2.643
O -1.204 -2.472 -1.139
H 0.814 2.529 0.289
C 1.384 1.060 2.526
O 0.833 2.321 -0.674
O 0.364 1.811 2.151
H -2.075 -2.823 -1.363
O 1.925 1.209 3.647
H 1.472 -1.336 -1.595
O -1.490 0.627 -2.071
H 1.377 -0.461 -2.838
O 1.414 -0.416 -1.875
H -2.064 1.407 -2.058
H 1.134 3.127 -1.102
```

The net atomic charges from Mulliken, expressed in e, are: atom 1 (Ba): 1.6104, atom 2 (H): 0.3530, atom 3 (H): 0.2886, atom 4 (O): -0.7989, atom 5 (H): 0.2511, atom 6 (H): 0.2502, atom 7 (O): -0.5895, atom 8 (O): -0.5135, atom 9 (H): 0.3713, atom 10 (C): 0.6533, atom 11 (O): -0.5647, atom 12 (O): -0.8938, atom 13 (H): 0.2726, atom 14 (O): -0.7434, atom 15 (H): 0.3055, atom 16 (O): -0.4407, atom 17 (H): 0.2715, atom 18 (O): -0.5737, atom 19 (H): 0.2631, atom 20 (H): 0.2277

***

(3)
Here is a 3-piece molecular cluster, CH10N2O2 overall from the Open Molecules 2025 dataset. Energies are from wB97M-V/def2-TZVPD.

Computed properties:
- Lowest unoccupied orbital energy: 0.42 eV
- SMILES string: NCN.O.O
- HOMO level: -9.35 eV

```
15
CH10N2O2 | the Open Molecules 2025 dataset | wB97M-V/def2-TZVPD
H 1.596 -1.143 -0.995
N 0.929 0.627 -0.335
C 1.582 -0.658 -0.022
O 0.694 2.570 -3.121
H 1.656 2.666 -3.019
O -4.147 -1.434 1.905
H 2.548 -0.414 0.414
H -0.102 -1.386 0.966
H -3.441 -0.798 1.737
H 1.256 -1.401 1.888
H 0.462 1.978 -2.394
N 0.905 -1.499 0.940
H -4.870 -0.864 2.221
H -0.027 0.450 -0.601
H 0.958 1.307 0.415
```

The net atomic charges from Mulliken, expressed in e, are: atom 1 (H): 0.3054, atom 2 (N): -0.5242, atom 3 (C): -0.4276, atom 4 (O): -0.6766, atom 5 (H): 0.3127, atom 6 (O): -0.6294, atom 7 (H): 0.3307, atom 8 (H): 0.1704, atom 9 (H): 0.2978, atom 10 (H): 0.2405, atom 11 (H): 0.3432, atom 12 (N): -0.5213, atom 13 (H): 0.3296, atom 14 (H): 0.2728, atom 15 (H): 0.1762

***

(4)
Here is a 4-piece molecular cluster, CH10N2O3 overall from the Open Molecules 2025 dataset. Energies are from wB97M-V/def2-TZVPD.

Computed properties:
- Lowest unoccupied orbital energy: -5.03 eV
- HOMO level: -9.40 eV

```
16
CH10N2O3 | the Open Molecules 2025 dataset | wB97M-V/def2-TZVPD
H 0.265 -0.638 0.893
N -1.535 0.250 1.598
H 0.362 1.027 1.492
H -1.913 1.146 1.867
H -0.978 0.173 -1.077
H -2.108 -1.232 -1.953
O 1.235 -1.309 -0.944
N -0.381 0.784 -0.411
H 1.669 -0.446 -0.603
O 2.366 0.779 -0.103
H -2.184 -0.327 1.082
H 0.597 0.974 -0.702
O -2.101 -0.759 -1.105
H 3.164 1.210 -0.442
C -0.265 0.331 0.904
H 1.806 -1.962 -0.496
```

The net atomic charges from Mulliken, expressed in e, are: atom 1 (H): 0.2967, atom 2 (N): -0.5716, atom 3 (H): 0.4327, atom 4 (H): 0.2464, atom 5 (H): 0.3473, atom 6 (H): 0.2898, atom 7 (O): -0.6617, atom 8 (N): -0.2003, atom 9 (H): 0.3601, atom 10 (O): -0.8397, atom 11 (H): 0.3029, atom 12 (H): 0.3410, atom 13 (O): -0.6631, atom 14 (H): 0.1905, atom 15 (C): -0.1988, atom 16 (H): 0.3279

***

So what do the calculations give for largest force on an atom? Going down the list: 1.6, 3.7, 1.5, 2.9 eV/Å.